The following is a quantum chemistry calculation of the molecule C25H26N2O5 in a non-equilibrium geometry, from the OMol25 dataset.

Geometry (Å):
C -8.043 -1.892 -0.031
C -6.944 -2.922 0.200
O -5.971 -2.476 1.130
C -5.161 -1.415 0.880
C -4.624 -0.827 2.027
C -3.753 0.235 1.967
C -3.390 0.757 0.727
C -3.912 0.175 -0.428
C -4.779 -0.905 -0.379
O -5.281 -1.508 -1.505
C -4.961 -0.971 -2.764
H -5.495 -1.589 -3.486
H -3.887 -1.028 -2.967
H -5.297 0.066 -2.859
H -3.611 0.578 -1.383
C -2.483 1.879 0.603
N -1.971 2.408 1.636
O -1.111 3.464 1.571
C -0.814 4.068 0.323
C 0.011 3.180 -0.622
O -0.065 3.297 -1.827
N 0.797 2.317 0.058
C 1.686 1.352 -0.433
C 1.973 1.211 -1.788
C 2.865 0.246 -2.203
C 3.493 -0.598 -1.285
C 3.206 -0.454 0.068
C 2.310 0.513 0.483
H 2.094 0.617 1.538
H 3.679 -1.078 0.809
O 4.352 -1.514 -1.814
C 4.985 -2.431 -0.950
C 5.986 -1.810 -0.003
C 6.291 -2.440 1.197
C 7.220 -1.886 2.059
C 7.847 -0.695 1.733
C 7.545 -0.064 0.539
C 6.623 -0.621 -0.328
H 6.387 -0.131 -1.262
H 8.032 0.865 0.279
H 8.568 -0.261 2.409
H 7.452 -2.383 2.990
H 5.798 -3.367 1.455
H 5.506 -3.120 -1.626
H 4.238 -3.008 -0.387
H 3.096 0.126 -3.249
H 1.495 1.856 -2.506
H 0.707 2.340 1.068
H -0.217 4.944 0.590
H -1.720 4.405 -0.195
H -2.280 2.213 -0.418
H -3.350 0.680 2.861
H -4.925 -1.245 2.975
H -7.361 -3.814 0.677
H -6.481 -3.208 -0.748
H -8.479 -1.591 0.918
H -8.820 -2.321 -0.658
H -7.642 -1.011 -0.526

Values from the calculation:
* highest occupied orbital energy: -7.949 eV
* energy above the lowest of the compared OMol25 structures with the same formula, charge and spin: 402.3 kJ/mol
* SMILES: CCOc1ccc(/C=N/OCC(=O)Nc2ccc(OCc3ccccc3)cc2)cc1OC

---

The following is a quantum chemistry calculation of the ion C5H11BrN with charge +1 in a non-equilibrium geometry, from the OMol25 dataset.

Geometry (Å):
C 0.137 -0.361 -1.049
C -1.029 -1.159 -1.725
C -0.572 -0.699 1.140
C -0.463 1.586 0.278
C 1.637 0.232 0.686
N 0.186 0.202 0.305
Br -0.804 -1.845 -3.433
H 1.098 -0.554 -1.500
H -2.025 -0.912 -1.602
H 0.020 -0.692 2.068
H -1.642 -0.401 1.080
H -0.526 -1.745 0.709
H -1.591 1.460 0.027
H -0.457 2.176 1.227
H 0.134 2.103 -0.534
H 1.637 0.459 1.748
H 1.957 -0.775 0.432
H 2.303 0.925 0.143

Values from the calculation:
* highest occupied orbital energy (spin up / spin down): -11.430 / -14.414 eV
* 2S+1: 3
* charge: +1
* energy above the lowest of the compared OMol25 structures with the same formula, charge and spin: 107.4 kJ/mol

---

The following is a quantum chemistry calculation of a structure of composition C13H33N3O5Pd in a non-equilibrium geometry, from the OMol25 dataset.

Geometry (Å):
Pd 0.337 0.267 -0.670
C -3.813 4.872 2.578
C -2.994 3.571 2.724
C -3.712 2.447 3.452
O -1.986 3.137 1.797
H -3.091 5.670 2.409
H -4.224 5.066 3.569
H -4.685 4.766 1.931
H -2.406 3.890 3.584
H -3.020 1.663 3.761
H -4.274 1.853 2.731
H -4.381 2.797 4.238
C 2.881 -4.609 -4.119
C 3.302 -3.514 -3.104
C 4.797 -3.319 -3.093
O 2.417 -2.416 -3.232
H 3.232 -5.561 -3.719
H 3.076 -4.321 -5.153
H 1.804 -4.598 -3.954
H 2.959 -3.866 -2.131
H 5.287 -2.902 -2.213
H 5.184 -2.746 -3.936
H 5.272 -4.299 -3.035
C 1.255 -1.213 2.176
O 0.326 -1.499 1.135
C -0.591 -2.527 1.577
C -1.594 -3.032 0.491
N -2.216 -1.819 -0.027
C -2.655 -1.898 -1.374
C -3.151 -0.553 -1.966
O -2.062 0.365 -2.035
C -2.557 1.642 -2.285
H 0.797 -1.112 3.160
H 1.782 -0.296 1.916
H 2.053 -1.953 2.128
H -1.049 -2.448 2.563
H 0.027 -3.403 1.770
H -2.321 -3.674 0.990
H -1.050 -3.625 -0.244
H -2.969 -1.391 0.492
H -3.476 -2.614 -1.416
H -1.876 -2.208 -2.070
H -4.059 -0.300 -1.418
H -3.506 -0.828 -2.959
H -2.846 2.352 -1.510
H -3.357 1.527 -3.016
H -1.658 2.113 -2.685
C 4.162 3.486 0.928
O 3.638 2.642 0.169
N 5.344 3.999 0.876
N 3.504 3.913 1.923
H 5.658 4.594 1.629
H 5.990 3.724 0.150
H 2.507 3.756 1.874
H 3.984 4.434 2.643

Values from the calculation:
* highest occupied orbital energy (spin up / spin down): -5.490 / -5.484 eV
* 2S+1: 3

---

The following is a quantum chemistry calculation of a structure of composition C30H30FN7O4S2Sc in a non-equilibrium geometry, from the OMol25 dataset.

Geometry (Å):
Sc -1.261 -0.208 0.493
N 2.397 -0.701 0.133
C 1.933 -1.680 0.924
N 2.837 -2.455 1.517
C 2.332 -3.416 2.284
N 3.189 -4.225 2.920
N 1.018 -3.646 2.483
C 0.223 -2.799 1.872
N 0.592 -1.790 1.075
C -1.246 -2.998 2.084
C -1.725 -3.997 2.910
C -3.097 -4.134 3.057
C -3.940 -3.284 2.364
C -3.378 -2.314 1.556
N -2.059 -2.168 1.429
H 3.378 -0.488 0.171
H 1.746 -0.065 -0.297
H 4.176 -4.112 2.777
H 2.835 -4.974 3.485
H -1.020 -4.640 3.417
H -3.501 -4.904 3.702
H -5.016 -3.363 2.441
H -3.988 -1.630 0.983
O -0.917 1.962 3.866
C -1.480 1.274 3.039
O -0.975 0.252 2.416
C -2.877 1.604 2.578
C -3.754 2.358 3.329
C -5.017 2.592 2.807
C -5.337 2.088 1.554
C -4.383 1.360 0.864
N -3.178 1.116 1.373
H -3.437 2.740 4.290
H -5.744 3.164 3.370
H -6.311 2.255 1.113
H -4.572 0.950 -0.121
O -0.459 1.752 0.177
S 0.334 3.045 0.295
C 0.651 3.492 -1.407
C 1.192 2.370 -2.307
C 0.258 2.047 -3.482
C -1.003 1.264 -3.131
S -0.831 -0.487 -2.700
O -0.097 -0.519 -1.351
C 0.376 -0.988 -3.893
C 1.672 -1.293 -3.513
C 2.575 -1.692 -4.493
C 2.179 -1.774 -5.820
C 0.870 -1.476 -6.181
C -0.044 -1.093 -5.214
C 1.936 2.588 0.906
C 1.933 1.994 2.166
C 3.142 1.631 2.737
C 4.335 1.872 2.067
C 4.326 2.483 0.819
C 3.123 2.847 0.228
H 1.291 4.376 -1.363
H -0.331 3.839 -1.736
H 1.356 1.466 -1.722
H 2.162 2.665 -2.705
H 0.821 1.511 -4.246
H -0.067 2.981 -3.949
H -1.713 1.264 -3.962
H -1.524 1.662 -2.257
H 1.963 -1.240 -2.472
H 3.592 -1.939 -4.214
H 2.888 -2.083 -6.578
H 0.558 -1.554 -7.215
H -1.073 -0.878 -5.488
H 1.004 1.817 2.700
H 3.148 1.170 3.717
H 5.278 1.596 2.522
H 5.255 2.681 0.301
H 3.135 3.317 -0.745
F -2.654 -0.438 -0.746

Values from the calculation:
* highest occupied orbital energy: -11.704 eV
* charge: +1
* energy above the lowest of the compared OMol25 structures with the same formula, charge and spin: 30.6 kJ/mol

---

The following is a quantum chemistry calculation of a cluster of 3 separate species, C3H12NOS2 in total in a non-equilibrium geometry, from the OMol25 dataset.

Geometry (Å):
N -0.166 1.520 0.719
C -1.125 0.488 0.371
C -2.273 0.459 1.342
C -0.353 -0.890 0.401
S 1.162 -0.782 -0.460
S 5.496 0.012 0.100
H -0.450 2.481 0.584
H 4.486 -0.173 -0.790
H 0.792 1.302 0.443
H -1.473 0.634 -0.661
H -1.974 -0.006 2.286
H -2.728 1.418 1.592
H -3.064 -0.184 0.951
H -0.127 -1.080 1.452
H -1.123 -1.571 0.035
H 6.503 -0.363 -0.738
H -0.557 -1.032 -2.081
H -1.617 -1.414 -3.134
O -1.409 -0.816 -2.411

Values from the calculation:
* highest occupied orbital energy: -12.423 eV
* charge: +1
* energy above the lowest of the compared OMol25 structures with the same formula, charge and spin: 526.0 kJ/mol

---

The following is a quantum chemistry calculation of a cluster of 18 separate species, C38H56Cl56O12 in total in a non-equilibrium geometry, from the OMol25 dataset.

Geometry (Å):
C -0.408 3.136 -5.999
O 0.885 3.391 -5.443
C 1.408 2.439 -4.491
C 0.487 1.789 -3.555
O -0.194 2.753 -2.739
C -0.938 2.212 -1.694
C -2.380 2.258 -2.155
O -2.580 1.295 -3.207
C -3.829 1.560 -3.812
H -0.388 2.182 -6.473
H -0.699 3.940 -6.612
H -1.172 3.087 -5.265
H 2.145 2.981 -3.917
H 1.903 1.683 -5.038
H 1.108 1.186 -2.930
H -0.190 1.172 -4.144
H -0.816 2.789 -0.745
H -0.519 1.217 -1.356
H -2.520 3.275 -2.489
H -3.042 2.132 -1.305
H -3.800 2.513 -4.301
H -4.600 1.530 -2.995
H -4.019 0.715 -4.581
C 0.865 -5.401 -1.834
O 0.123 -6.531 -2.386
C 0.269 -7.747 -1.622
C -0.257 -8.897 -2.451
O 0.012 -10.154 -1.909
C 1.333 -10.628 -2.042
C 1.557 -11.246 -3.430
O 0.763 -12.333 -3.725
C 0.948 -12.727 -5.070
H 0.524 -4.665 -2.476
H 1.967 -5.447 -1.931
H 0.766 -5.208 -0.738
H -0.345 -7.708 -0.684
H 1.285 -7.887 -1.379
H 0.132 -8.778 -3.439
H -1.281 -8.758 -2.518
H 1.475 -11.465 -1.301
H 2.113 -9.860 -1.986
H 2.637 -11.433 -3.448
H 1.472 -10.457 -4.170
H 0.556 -12.064 -5.885
H 0.362 -13.674 -5.250
H 2.004 -12.860 -5.346
C -6.181 -1.378 -1.645
O -4.979 -2.113 -1.184
C -5.230 -3.514 -1.131
C -4.023 -4.251 -0.628
O -4.372 -5.603 -0.524
C -3.166 -6.354 -0.306
C -3.550 -7.838 -0.270
O -2.324 -8.585 -0.151
C -2.368 -9.758 0.616
H -5.859 -0.417 -1.937
H -6.872 -1.196 -0.822
H -6.810 -1.894 -2.342
H -5.660 -3.925 -2.018
H -6.089 -3.723 -0.460
H -3.679 -3.828 0.374
H -3.224 -4.155 -1.312
H -2.734 -6.128 0.683
H -2.397 -6.221 -1.077
H -4.013 -8.089 -1.240
H -4.305 -8.094 0.496
H -3.082 -10.475 0.133
H -2.641 -9.626 1.649
H -1.355 -10.256 0.554
C -1.487 -1.074 -0.700
O -1.401 -0.266 0.389
C -0.109 -0.340 0.944
C -0.160 0.544 2.204
O 0.582 1.758 1.956
C 1.060 2.351 3.167
C 2.236 3.335 2.847
O 1.856 4.565 2.217
C 2.071 4.682 0.849
H -0.781 -0.777 -1.504
H -2.494 -1.033 -1.173
H -1.241 -2.116 -0.507
H 0.708 0.030 0.353
H 0.180 -1.335 1.333
H 0.260 0.097 3.103
H -1.193 0.809 2.375
H 1.407 1.579 3.836
H 0.224 2.924 3.554
H 2.871 2.743 2.227
H 2.734 3.668 3.742
H 1.307 4.163 0.315
H 2.945 4.080 0.539
H 2.139 5.684 0.498
C 5.068 7.350 -3.211
Cl 5.540 8.842 -2.402
Cl 3.284 7.294 -3.319
Cl 5.724 7.412 -4.832
Cl 5.795 6.037 -2.341
C 4.389 -1.517 2.782
Cl 5.780 -0.503 3.404
Cl 3.567 -2.466 4.088
Cl 3.252 -0.455 2.096
Cl 4.939 -2.721 1.632
C -2.768 -4.748 -5.138
Cl -4.332 -4.365 -6.003
Cl -3.084 -6.108 -4.063
Cl -1.401 -5.045 -6.211
Cl -2.211 -3.225 -4.231
C -2.287 1.658 6.717
Cl -2.897 0.056 7.351
Cl -2.998 2.044 5.201
Cl -2.705 2.957 7.890
Cl -0.522 1.553 6.500
C -4.142 3.181 1.557
Cl -4.969 4.351 0.460
Cl -4.827 3.430 3.138
Cl -4.386 1.498 1.059
Cl -2.440 3.587 1.598
C 3.487 2.569 7.448
Cl 4.452 1.745 6.225
Cl 2.290 3.646 6.681
Cl 2.578 1.384 8.394
Cl 4.561 3.547 8.438
C 7.635 6.110 1.649
Cl 7.453 7.849 1.405
Cl 8.744 5.530 0.429
Cl 8.228 5.643 3.226
Cl 6.065 5.288 1.465
C 2.260 9.573 1.267
Cl 3.298 8.768 0.132
Cl 3.130 10.826 2.224
Cl 0.844 10.312 0.419
Cl 1.530 8.483 2.481
C -0.743 6.389 5.604
Cl -0.360 8.096 5.809
Cl -0.279 5.544 7.095
Cl -2.430 6.233 5.344
Cl 0.187 5.667 4.220
C -0.341 7.359 -2.876
Cl -2.077 7.660 -2.651
Cl -0.028 5.841 -3.799
Cl 0.181 8.788 -3.774
Cl 0.367 7.270 -1.262
C -3.151 8.653 1.722
Cl -2.780 9.521 3.176
Cl -1.873 7.423 1.296
Cl -4.656 7.840 1.922
Cl -3.325 9.772 0.329
C 4.121 0.875 -1.517
Cl 3.544 -0.762 -1.813
Cl 5.313 0.855 -0.221
Cl 4.924 1.590 -2.897
Cl 2.830 2.020 -1.026
C -1.235 -3.251 4.338
Cl -0.195 -2.706 5.622
Cl -0.434 -4.159 3.047
Cl -2.439 -4.358 4.963
Cl -2.099 -1.943 3.523
C 4.991 6.936 5.705
Cl 6.300 8.108 5.486
Cl 3.829 6.970 4.345
Cl 5.827 5.358 5.683
Cl 4.179 7.084 7.248

Values from the calculation:
* highest occupied orbital energy: -9.626 eV